ORCA calculation (ωB97M-V/def2-TZVPD) on a 2-piece molecular cluster, C24H17F3O5 overall.

```
49
Properties=species:S:1:pos:R:3:lowdin_charge:R:1
C 2.7290 0.0704 0.3900 -0.042
C 2.1911 0.4592 1.7396 -0.266
C 2.7890 1.5133 2.4384 -0.030
C 2.2974 1.8936 3.6771 -0.029
C 1.2020 1.2507 4.2485 -0.204
C 0.6347 1.6750 5.5676 -0.092
O -0.3814 2.7014 5.4140 0.079
C -0.1416 3.8808 5.9711 -0.550
O -0.9200 4.4799 6.6034 0.230
O 1.1314 4.3714 5.6965 0.154
C 1.2181 5.4197 4.8205 -0.698
F 1.8614 6.4248 5.4039 0.191
F 0.0338 5.8386 4.4088 0.204
F 1.9143 5.0519 3.7502 0.180
C 0.6129 0.1999 3.5496 -0.024
C 1.1007 -0.1880 2.3103 -0.030
H 1.9494 -0.3863 -0.2117 0.054
H 3.6028 -0.5687 0.4528 0.085
H 3.0216 0.9805 -0.1286 0.077
H 3.6276 2.0214 1.9916 0.111
H 2.7580 2.7126 4.2088 0.104
H 0.1504 0.8112 6.0079 0.128
H 1.4144 1.9880 6.2546 0.136
H -0.2457 -0.2892 3.9893 0.115
H 0.6370 -1.0023 1.7716 0.112
O -3.0089 -2.0837 -5.9519 0.108
C -2.3137 -2.1068 -4.9583 -0.277
C -2.2972 -3.2966 -4.0613 -0.082
C -3.0746 -4.4003 -4.3874 -0.001
C -3.0478 -5.5260 -3.5822 -0.056
C -2.2433 -5.5551 -2.4478 -0.056
C -1.4762 -4.4531 -2.1113 -0.002
C -1.5030 -3.3189 -2.9128 -0.083
C -0.6836 -2.1368 -2.5254 -0.274
O -0.0327 -2.1394 -1.5006 0.097
C -0.6831 -0.9550 -3.4327 -0.080
C 0.0987 0.1472 -3.1105 0.001
C 0.1302 1.2433 -3.9550 -0.054
C -0.6194 1.2439 -5.1267 -0.055
C -1.4086 0.1529 -5.4477 -0.001
C -1.4471 -0.9481 -4.6019 -0.081
H -3.6945 -4.3726 -5.2727 0.121
H -3.6521 -6.3860 -3.8390 0.108
H -2.2169 -6.4397 -1.8255 0.107
H -0.8528 -4.4672 -1.2282 0.120
H 0.6815 0.1405 -2.2002 0.104
H 0.7414 2.0998 -3.7029 0.108
H -0.5879 2.0990 -5.7887 0.108
H -1.9968 0.1490 -6.3548 0.121
```

- calculated total energy (eV) = -43554.77336
- structure (SMILES) = Cc1ccc(COC(=O)OC(F)(F)F)cc1.O=C1c2ccccc2C(=O)c2ccccc21
- HOMO-LUMO gap (eV) = 8.193